A cluster of 5 separate species, C8H24ClO8S4 in total in a non-equilibrium geometry, computed with the ωB97M-V functional and the def2-TZVPD basis.

ORCA input file:
```
! RIJCOSX wB97M-V def2-TZVPD def2/J DEFGRID3
* xyz -1 1
Cl 0.187 -0.331 -1.377
O 0.309 0.231 -0.032
O 1.521 -0.432 -1.922
O -0.422 -1.648 -1.327
O -0.618 0.534 -2.217
C 1.158 -4.141 -0.057
S 0.142 -5.600 0.336
O 0.751 -6.753 -0.418
C 0.695 -5.926 2.005
H 0.958 -3.247 0.536
H 0.711 -3.956 -1.033
H 2.229 -4.324 -0.049
H 0.582 -6.961 2.315
H 0.246 -5.232 2.720
H 1.768 -5.718 2.043
C 3.874 4.533 -1.389
S 4.187 3.267 -0.134
O 4.958 4.005 0.927
C 2.518 2.873 0.412
H 3.572 4.004 -2.292
H 4.824 5.037 -1.526
H 3.111 5.189 -0.971
H 2.489 2.178 1.246
H 1.901 2.511 -0.410
H 2.036 3.786 0.784
C -4.881 -4.383 2.471
S -4.411 -3.040 1.373
O -4.441 -1.812 2.249
C -2.660 -3.543 1.275
H -4.329 -4.295 3.412
H -4.570 -5.375 2.135
H -5.942 -4.393 2.708
H -2.155 -3.544 2.242
H -2.087 -2.916 0.587
H -2.545 -4.540 0.842
C -0.759 4.075 -1.605
S -1.483 5.597 -2.228
O -2.496 6.134 -1.256
C -0.005 6.637 -2.074
H 0.013 3.649 -2.250
H -1.508 3.291 -1.485
H -0.295 4.106 -0.612
H -0.197 7.703 -2.148
H 0.755 6.289 -2.771
H 0.309 6.482 -1.036
*
```

Calculated values
Energy relative to the best compared isomer or geometry (same formula, charge and spin) ... 41.2 kJ/mol
Orbital gap ... 9.0 eV
HOMO level ... -0.2438 Ha